The following is a DFT calculation (ωB97M-V/def2-TZVPD) of a 2-piece molecular cluster, C12H23O7P overall.

Last column: Löwdin charge in e.
Element x y z (Å)
C: 1.431 4.140 1.359  -0.582
H: -3.670 -0.339 -1.719  0.131
H: 2.721 -1.493 -0.489  0.117
H: 3.553 -3.148 3.253  0.111
C: -0.132 2.823 0.155  -0.189
H: 3.826 6.404 0.914  0.062
H: 0.895 6.092 -0.593  0.054
O: 1.581 -1.469 1.224  -0.161
C: 1.963 -1.821 2.555  -0.202
O: 0.955 2.879 1.104  -0.096
C: -0.981 1.587 0.434  -0.164
C: -1.874 -0.618 -0.513  -0.151
H: -4.864 -3.392 -1.429  0.082
H: -1.461 -1.595 -0.259  0.115
C: -0.759 0.445 -0.561  -0.188
H: -0.738 0.888 -1.563  0.104
H: 1.061 -1.999 3.142  0.117
H: -0.731 3.734 0.246  0.124
H: 2.240 -3.959 2.391  0.113
H: 0.205 -0.031 -0.374  0.099
C: -3.761 -2.458 -3.035  -0.537
O: 1.149 4.742 2.343  0.116
H: -2.567 -0.369 0.296  0.111
H: 3.907 -3.714 0.610  0.111
C: -2.667 -0.770 -1.808  -0.165
H: 4.339 -2.099 1.183  0.114
H: 2.508 -0.984 3.004  0.119
H: 1.761 -2.956 -0.197  0.118
C: 2.378 -2.187 0.280  -0.208
O: 1.812 6.223 -0.326  -0.295
H: -2.035 1.882 0.381  0.115
H: 0.292 2.776 -0.855  0.118
C: -4.906 -3.281 -2.509  0.019
H: -4.876 -4.270 -2.970  0.091
O: 3.703 5.460 1.072  -0.280
P: 2.632 4.823 0.020  0.875
H: -0.779 1.259 1.455  0.127
C: 2.849 -3.053 2.428  -0.169
H: -5.840 -2.800 -2.801  0.090
O: -3.668 -2.088 -4.167  0.130
H: -2.174 -0.280 -2.652  0.120
C: 3.518 -2.810 1.076  -0.169
O: -2.797 -2.177 -2.103  -0.045

## Properties
Orbital gap, eV: 9.12
Net charge: 0
LUMO, eV: 0.30
HOMO, eV: -8.8


The following is a DFT calculation (ωB97M-V/def2-TZVPD) of C12H24As3F19O12Tl as an isolated structure.

Last column: Löwdin charge in e.
Element x y z (Å)
H: -8.606 16.891 2.789  0.103
H: -5.108 17.188 4.805  0.081
O: -8.486 21.092 11.738  0.044
O: -11.410 19.821 8.221  0.012
C: -8.505 17.804 8.768  0.010
F: -4.986 24.673 10.124  -0.257
F: -5.203 20.811 5.241  -0.336
H: -12.786 18.203 8.048  0.099
C: -9.368 17.168 3.513  -0.027
F: -6.504 26.244 9.007  -0.253
C: -3.490 23.238 7.712  -0.562
C: -3.548 25.567 7.381  -0.016
O: -2.849 24.407 7.820  0.011
H: -1.253 23.335 8.918  0.096
C: -10.118 19.447 8.114  -0.570
As: -6.736 24.745 3.642  0.829
O: -4.490 23.007 7.073  0.106
C: -5.897 16.845 5.480  -0.031
O: -9.864 18.290 8.725  0.009
O: -7.201 17.036 4.986  0.002
C: -7.162 20.629 11.708  -0.041
O: -10.148 22.196 11.012  0.003
F: -8.488 25.071 10.342  -0.245
Tl: -7.037 21.701 7.065  1.565
H: -3.550 25.678 6.296  0.093
H: -11.851 23.416 10.583  0.091
H: -7.003 19.893 10.911  0.070
H: -6.434 21.417 11.529  0.094
O: -2.933 22.337 8.504  0.032
F: -6.835 23.661 11.382  -0.241
H: -4.594 25.561 7.687  0.076
H: -7.860 18.625 9.089  0.068
F: -4.112 21.535 3.141  -0.255
F: -4.733 19.129 3.448  -0.278
F: -2.857 21.614 5.180  -0.255
F: -8.067 23.952 2.814  -0.265
As: -6.736 24.951 10.192  0.852
H: -12.122 18.567 9.731  0.099
F: -6.862 23.530 5.009  -0.335
F: -5.474 25.543 4.545  -0.250
F: -6.705 25.999 2.396  -0.278
H: -1.240 21.726 9.505  0.096
H: -5.755 17.318 6.451  0.100
H: -2.223 22.893 10.413  0.102
F: -3.399 19.034 5.536  -0.267
H: -6.891 19.993 12.548  0.098
F: -5.525 23.851 2.765  -0.236
O: -9.337 20.167 7.564  0.064
O: -8.945 18.219 4.385  0.015
F: -6.890 23.869 8.766  -0.318
C: -8.999 21.596 10.652  -0.594
F: -5.666 19.715 8.658  -0.334
C: -1.882 22.602 9.422  -0.017
H: -9.570 16.286 4.128  0.091
O: -7.396 19.159 5.690  0.068
H: -8.046 17.665 7.785  0.081
H: -5.685 15.778 5.414  0.097
C: -7.798 18.212 5.067  -0.588
C: -12.387 18.941 8.742  -0.053
F: -6.466 26.134 11.466  -0.262
As: -3.717 20.308 4.336  0.847
H: -3.075 26.462 7.781  0.101
H: -13.255 19.548 9.011  0.094
H: -10.366 23.931 9.856  0.080
O: -8.498 21.790 9.568  0.039
C: -10.926 23.045 10.143  -0.011
H: -10.358 17.441 3.157  0.096
F: -2.277 19.896 3.495  -0.243
H: -8.350 16.886 9.324  0.103
F: -7.936 25.684 4.559  -0.283
H: -11.265 22.401 9.330  0.085

## Properties
Orbital gap, eV: 4.40
Net charge: -1
LUMO, eV: -4.91
HOMO, eV: -9.3


Number 1: strongest force on any atom 0.66 eV/A. Number 2: strongest force on any atom 3.55 eV/A.